{
  "formula": "C3H17N2O3S2",
  "method": "the ωB97M-V functional and the def2-TZVPD basis",
  "spin_multiplicity": 2,
  "largest_force_ev_per_a": 3.8,
  "homo_ev": [-3.91, -6.86],
  "s_squared": 0.7533,
  "e_lumo_ev": [0.09, 0.08],
  "gap_ha": [0.1468, 0.2548],
  "species": ["S", "S", "C", "C", "C", "N", "N", "H", "H", "H", "H", "H", "H", "H", "H", "H", "H", "H", "H", "H", "O", "H", "H", "O", "H", "H", "O"],
  "coordinates": [[2.855, 1.459, 1.878], [1.275, 2.890, 1.067], [-0.317, 1.955, 1.119], [-0.317, 0.598, 0.403], [-1.689, -0.042, 0.438], [-1.691, -1.327, -0.330], [0.489, -0.283, 1.389], [3.290, 1.988, 3.024], [-0.938, 2.570, 0.460], [-0.765, 1.940, 2.113], [0.134, 0.534, -0.570], [-2.401, 0.668, 0.003], [-2.086, -0.146, 1.449], [-2.079, -1.057, -1.229], [-2.398, -1.888, 0.139], [0.097, -1.220, 1.510], [0.793, 0.147, 2.263], [1.393, -0.473, 0.937], [2.359, 0.417, -3.000], [1.566, -0.558, -3.948], [1.492, 0.113, -3.270], [-1.213, 1.157, -3.184], [-0.225, 0.156, -2.567], [-1.017, 0.697, -2.364], [0.086, -3.270, 0.071], [0.601, -3.883, 1.403], [0.706, -3.144, 0.796]]
}

{
  "formula": "C3H18B3OSn",
  "method": "the ωB97M-V functional and the def2-TZVPD basis",
  "largest_force_ev_per_a": 5.2,
  "homo_ev": -5.29,
  "e_lumo_ev": 1.59,
  "charge": -1,
  "gap_ha": 0.2526,
  "relative_energy_kj_mol": 195.2,
  "species": ["Sn", "B", "H", "H", "H", "H", "B", "H", "H", "H", "H", "B", "H", "H", "H", "H", "C", "C", "O", "C", "H", "H", "H", "H", "H", "H"],
  "coordinates": [[-0.325, -0.552, 0.543], [2.096, -1.296, 2.084], [1.257, -2.065, 1.864], [2.742, -1.142, 1.143], [1.637, -0.297, 2.416], [2.747, -1.727, 2.919], [-0.311, 1.932, 2.789], [-0.745, 2.601, 1.958], [-0.749, 0.858, 2.734], [0.816, 1.830, 2.604], [-0.492, 2.335, 3.845], [-1.654, -1.623, 3.247], [-1.539, -1.319, 4.344], [-2.143, -2.654, 3.129], [-2.335, -0.888, 2.672], [-0.579, -1.581, 2.818], [0.760, 1.577, -3.828], [-0.045, 0.317, -3.521], [-0.296, 0.001, -2.380], [-0.753, -0.400, -4.654], [1.639, 1.386, -4.443], [0.981, 2.149, -2.930], [0.126, 2.234, -4.429], [-1.303, 0.340, -5.241], [-1.454, -1.154, -4.304], [-0.079, -0.861, -5.378]]
}

{
  "formula": "C3H18NaO6",
  "method": "the ωB97M-V functional and the def2-TZVPD basis",
  "largest_force_ev_per_a": 1.6,
  "homo_ev": -13.31,
  "e_lumo_ev": -3.16,
  "charge": 1,
  "gap_ha": 0.3730,
  "relative_energy_kj_mol": 0.0,
  "species": ["Na", "O", "H", "H", "O", "H", "H", "O", "H", "H", "O", "H", "H", "O", "H", "H", "C", "C", "C", "O", "H", "H", "H", "H", "H", "H", "H", "H"],
  "coordinates": [[7.266, 5.318, 8.760], [5.041, 5.269, 9.795], [5.221, 4.780, 10.598], [4.376, 5.910, 10.047], [6.526, 7.917, 8.723], [6.284, 8.020, 7.802], [5.755, 8.213, 9.208], [7.884, 4.542, 11.095], [7.096, 4.256, 11.557], [8.600, 4.082, 11.534], [7.738, 3.051, 8.540], [7.902, 2.723, 7.656], [8.354, 2.570, 9.093], [7.138, 4.750, 6.380], [7.394, 3.865, 6.118], [6.210, 4.808, 6.152], [11.541, 6.099, 10.259], [11.123, 5.914, 8.784], [11.263, 4.446, 8.310], [9.762, 6.231, 8.630], [12.493, 5.580, 10.366], [10.820, 5.678, 10.960], [11.613, 7.164, 10.483], [11.715, 6.577, 8.153], [10.938, 4.254, 7.288], [10.752, 3.745, 8.970], [12.312, 4.154, 8.257], [9.587, 6.936, 9.257]]
}

{
  "formula": "C3H18O6",
  "method": "the ωB97M-V functional and the def2-TZVPD basis",
  "largest_force_ev_per_a": 0.8,
  "smiles": "CC(C)O.O.O.O.O.O",
  "homo_ev": -10.64,
  "e_lumo_ev": 0.41,
  "gap_ha": 0.4062,
  "relative_energy_kj_mol": 22.5,
  "species": ["C", "C", "C", "O", "H", "H", "H", "H", "H", "H", "H", "H", "O", "H", "H", "O", "H", "H", "O", "H", "H", "O", "H", "H", "O", "H", "H"],
  "coordinates": [[-0.960, 1.044, 2.653], [-1.739, -0.182, 2.238], [-2.343, -0.049, 0.837], [-0.839, -1.301, 2.307], [-1.590, 1.927, 2.715], [-0.155, 1.240, 1.930], [-0.457, 0.877, 3.607], [-2.567, -0.330, 2.949], [-2.936, -0.943, 0.609], [-1.552, -0.024, 0.078], [-2.959, 0.840, 0.752], [-1.285, -2.077, 1.949], [2.594, 2.364, -1.470], [1.750, 1.906, -1.523], [3.061, 1.925, -0.750], [1.504, -0.757, 0.762], [0.851, -1.046, 1.422], [0.987, -0.562, -0.036], [0.935, 1.905, -4.450], [1.654, 1.274, -4.562], [1.376, 2.762, -4.431], [0.537, -3.379, -0.413], [0.793, -2.525, -0.033], [1.269, -3.961, -0.188], [0.735, -0.331, -1.929], [1.112, 0.323, -2.529], [0.224, -0.921, -2.494]]
}

{
  "formula": "C3H19N2O4",
  "method": "the ωB97M-V functional and the def2-TZVPD basis",
  "largest_force_ev_per_a": 3.9,
  "homo_ev": -13.00,
  "e_lumo_ev": -2.89,
  "charge": 1,
  "gap_ha": 0.3714,
  "relative_energy_kj_mol": 231.7,
  "species": ["C", "C", "C", "N", "N", "H", "H", "H", "H", "H", "H", "H", "H", "H", "H", "H", "H", "H", "O", "H", "H", "O", "H", "H", "O", "H", "H", "O"],
  "coordinates": [[0.466, 1.429, -1.892], [-0.509, -0.032, -2.018], [-1.905, 0.210, -1.264], [-1.796, 0.134, 0.232], [0.811, 1.914, -0.565], [-0.267, 2.172, -2.238], [1.445, 1.241, -2.586], [-0.700, -0.111, -3.083], [-0.086, -0.955, -1.560], [-2.495, 1.166, -1.627], [-2.656, -0.565, -1.712], [-0.980, 0.720, 0.684], [-1.628, -0.771, 0.601], [-2.642, 0.381, 0.698], [1.791, 2.241, -0.479], [0.796, 1.186, 0.075], [0.471, 1.017, 3.144], [0.425, 2.312, 2.243], [0.552, 1.293, 2.177], [-0.578, -2.659, 0.942], [-1.722, -3.433, 0.175], [-1.505, -2.719, 0.840], [3.308, -0.421, -0.026], [3.348, -1.088, 1.250], [2.946, -1.237, 0.413], [1.049, -1.645, 1.296], [1.444, -0.617, 2.263], [0.615, -1.166, 2.017]]
}

{
  "formula": "C3H20N2O8",
  "method": "the ωB97M-V functional and the def2-TZVPD basis",
  "largest_force_ev_per_a": 1.9,
  "smiles": "c1c[nH]cn1.O.O.O.O.O.O.O.O",
  "homo_ev": -9.31,
  "e_lumo_ev": 0.20,
  "gap_ha": 0.3493,
  "relative_energy_kj_mol": 182.6,
  "species": ["C", "C", "N", "C", "N", "H", "H", "H", "H", "O", "H", "H", "O", "H", "H", "O", "H", "H", "O", "H", "H", "O", "H", "H", "O", "H", "H", "O", "H", "H", "O", "H", "H"],
  "coordinates": [[1.148, -0.631, 1.005], [0.706, -1.609, 1.833], [1.560, -1.664, 2.907], [2.423, -0.599, 2.768], [2.212, -0.002, 1.626], [0.756, -0.271, 0.094], [-0.067, -2.355, 1.759], [1.570, -2.452, 3.529], [3.188, -0.283, 3.458], [-0.830, -3.427, -0.915], [-0.493, -2.562, -1.163], [-0.350, -4.185, -1.225], [-0.395, -0.819, -1.942], [-0.078, -1.173, -2.783], [0.437, -0.345, -1.696], [-0.259, 2.244, -1.775], [-0.780, 1.551, -2.186], [-0.943, 2.924, -1.772], [1.739, 3.038, 2.888], [1.124, 2.297, 2.810], [2.142, 3.138, 2.020], [-3.094, -0.909, -1.758], [-3.245, -1.702, -1.247], [-2.133, -0.790, -1.851], [2.060, 0.479, -1.669], [1.734, 1.380, -1.582], [2.424, -0.001, -0.917], [-1.059, 1.484, 1.566], [-1.174, 0.718, 0.984], [-1.040, 2.271, 1.027], [-2.949, 1.698, -2.059], [-3.746, 1.729, -1.520], [-2.587, 0.824, -2.215]]
}

{
  "formula": "C3H20O9S",
  "method": "the ωB97M-V functional and the def2-TZVPD basis",
  "largest_force_ev_per_a": 2.6,
  "smiles": "CCOS(C)(=O)=O.O.O.O.O.O.O",
  "homo_ev": -10.59,
  "e_lumo_ev": 0.08,
  "gap_ha": 0.3922,
  "relative_energy_kj_mol": 0.0,
  "species": ["C", "C", "O", "S", "C", "O", "O", "H", "H", "H", "H", "H", "H", "H", "H", "O", "H", "H", "O", "H", "H", "O", "H", "H", "O", "H", "H", "O", "H", "H", "O", "H", "H"],
  "coordinates": [[-3.461, -16.276, 5.301], [-4.410, -15.086, 5.218], [-4.978, -14.944, 6.559], [-6.198, -13.936, 6.614], [-6.584, -14.032, 8.253], [-5.610, -12.683, 6.262], [-7.257, -14.500, 5.841], [-2.713, -16.042, 6.089], [-2.958, -16.514, 4.357], [-4.002, -17.168, 5.646], [-3.942, -14.121, 5.030], [-5.211, -15.262, 4.512], [-7.490, -13.414, 8.349], [-5.716, -13.636, 8.756], [-6.737, -15.060, 8.603], [-4.259, -9.778, 6.788], [-4.384, -8.860, 7.123], [-4.988, -9.873, 6.163], [-4.407, -11.849, 9.268], [-5.309, -11.570, 9.414], [-4.139, -11.298, 8.503], [-8.192, -11.615, 5.801], [-7.313, -11.422, 5.449], [-8.194, -12.596, 5.785], [-8.124, -7.800, 9.906], [-7.477, -7.467, 10.536], [-8.971, -7.417, 10.113], [-5.476, -7.253, 7.651], [-5.593, -6.310, 7.676], [-5.969, -7.641, 8.390], [-7.373, -10.790, 8.460], [-7.502, -9.868, 8.668], [-7.744, -10.927, 7.578]]
}

{
  "formula": "C3H21N2O7",
  "method": "the ωB97M-V functional and the def2-TZVPD basis",
  "largest_force_ev_per_a": 5.8,
  "homo_ev": -13.51,
  "e_lumo_ev": -2.64,
  "charge": 1,
  "gap_ha": 0.3993,
  "relative_energy_kj_mol": 208.8,
  "species": ["C", "C", "C", "N", "O", "N", "H", "H", "H", "H", "H", "H", "H", "H", "H", "H", "H", "O", "H", "H", "O", "H", "H", "O", "H", "H", "O", "H", "H", "O", "H", "H", "O"],
  "coordinates": [[0.347, -1.289, 0.817], [-0.075, -0.428, 1.975], [-1.557, -0.238, 1.986], [-2.199, -0.724, 3.135], [-2.081, 0.554, 1.216], [1.131, -0.349, -0.128], [-0.459, -1.767, 0.417], [1.108, -2.073, 1.203], [0.352, -0.764, 2.968], [0.436, 0.546, 2.088], [-1.768, -1.491, 3.678], [-3.187, -0.654, 3.086], [2.003, 0.019, 0.337], [0.572, 0.493, -0.383], [1.213, -0.821, -1.053], [-1.234, -2.003, -1.663], [-0.163, -1.791, -2.762], [-0.271, -2.004, -1.865], [1.048, 3.168, -0.638], [-0.373, 2.664, -1.121], [0.376, 2.405, -0.474], [-2.229, 0.503, -0.585], [-2.241, 1.542, -1.655], [-1.977, 0.670, -1.474], [4.104, -0.458, 2.180], [3.604, 0.383, 3.307], [3.265, -0.187, 2.571], [2.521, -0.354, -3.065], [1.267, 0.312, -2.829], [2.103, 0.089, -2.327], [-0.756, 0.921, -2.740], [-0.299, 1.613, -3.992], [-0.206, 0.881, -3.458]]
}